Arrangement A

Here is a 2-piece molecular cluster, C12H17N overall from OMol25. Energies are from ωB97M-V/def2-TZVPD.

Properties
Charge: 0
Gap between HOMO and LUMO in eV: 8.882
LUMO energy in eV: 0.951
Structure (SMILES): CCc1c[nH]c2ccccc12.CC

Last column: Mulliken charge in e.
CARTESIAN COORDINATES (ANGSTROEM)
1 C -1.477 0.446 -1.216  -1.26
2 C -0.447 0.544 -0.033  -0.14
3 C 0.498 -0.607 -0.316  0.01
4 C 1.622 -0.659 -1.093  -0.32
5 N 2.240 -1.965 -0.896  -0.16
6 C 1.451 -2.751 -0.032  -0.18
7 C 1.661 -4.058 0.357  -0.79
8 C 0.885 -4.461 1.424  -0.53
9 C -0.345 -3.723 1.845  -0.67
10 C -0.573 -2.416 1.289  -0.25
11 C 0.385 -1.961 0.419  0.62
12 H -1.372 -0.653 -1.429  0.39
13 H -1.353 1.284 -1.851  0.31
14 H -2.445 0.407 -0.942  0.41
15 H 0.153 1.435 0.021  0.17
16 H -0.972 0.293 0.802  0.31
17 H 2.260 0.202 -1.697  0.25
18 H 2.800 -2.388 -1.655  0.26
19 H 2.379 -4.735 0.044  0.43
20 H 0.976 -5.443 1.857  0.35
21 H -0.954 -4.194 2.598  0.39
22 H -1.442 -1.781 1.382  0.35
23 C -0.328 4.108 0.314  -0.16
24 C -1.100 5.182 -0.467  -1.05
25 H 0.712 4.045 -0.145  0.24
26 H -0.332 4.451 1.384  0.26
27 H -0.769 3.207 0.061  -0.15
28 H -2.043 5.470 -0.022  0.30
29 H -1.503 4.691 -1.393  0.27
30 H -0.566 6.027 -0.608  0.36

=====

Arrangement B

Here is a 2-piece molecular cluster, C12H17N overall from OMol25. Energies are from ωB97M-V/def2-TZVPD.

Properties
Charge: 0
Gap between HOMO and LUMO in eV: 8.988
LUMO energy in eV: 0.959
Structure (SMILES): Cc1c[nH]c2ccccc12.CCC

Last column: Mulliken charge in e.
CARTESIAN COORDINATES (ANGSTROEM)
1 C 3.137 -1.093 2.506  -1.29
2 C 2.965 0.281 1.936  0.58
3 C 3.872 1.295 1.782  -0.61
4 N 3.313 2.438 1.054  -0.32
5 C 1.984 1.857 0.667  -0.12
6 C 1.033 2.531 -0.164  -0.65
7 C 0.185 1.654 -0.773  -0.13
8 C 0.122 0.269 -0.451  -0.47
9 C 0.867 -0.291 0.604  -0.61
10 C 1.853 0.547 1.097  1.11
11 H 2.799 -1.105 3.592  0.28
12 H 4.164 -1.543 2.495  0.28
13 H 2.473 -1.855 2.187  0.32
14 H 4.947 1.470 2.063  0.37
15 H 3.794 2.882 0.314  0.28
16 H 1.078 3.599 -0.197  0.45
17 H -0.456 2.124 -1.562  0.31
18 H -0.828 -0.218 -0.753  -0.27
19 H 0.846 -1.343 0.925  0.24
20 C -4.322 -0.479 -0.869  -1.08
21 C -3.199 -0.861 -1.878  0.68
22 C -2.860 -2.297 -1.976  -1.19
23 H -4.632 -1.309 -0.265  0.33
24 H -3.987 0.472 -0.352  0.29
25 H -5.216 -0.104 -1.420  0.28
26 H -3.421 -0.390 -2.831  0.33
27 H -2.313 -0.326 -1.456  -0.34
28 H -3.591 -2.860 -2.638  0.36
29 H -1.883 -2.527 -2.624  0.27
30 H -2.723 -2.816 -1.013  0.32

=====

Arrangement C

Here is a 2-piece molecular cluster, C12H17N overall from OMol25. Energies are from ωB97M-V/def2-TZVPD.

Properties
Charge: 0
Gap between HOMO and LUMO in eV: 8.637
LUMO energy in eV: 0.875
Structure (SMILES): CCc1c[nH]c2ccccc12.CC

Last column: Mulliken charge in e.
CARTESIAN COORDINATES (ANGSTROEM)
1 C -3.862 -0.685 -1.736  -1.13
2 C -2.528 -0.086 -2.188  -0.75
3 C -1.415 -0.432 -1.254  0.50
4 C -0.456 -1.358 -1.460  -0.70
5 N 0.375 -1.459 -0.372  -0.01
6 C 0.041 -0.472 0.525  -0.25
7 C 0.647 -0.158 1.738  -0.73
8 C 0.025 0.858 2.468  -0.41
9 C -1.174 1.428 2.046  -0.80
10 C -1.790 1.014 0.870  -0.21
11 C -1.067 0.205 -0.005  0.77
12 H -4.147 -1.612 -2.234  0.33
13 H -4.681 -0.008 -2.015  0.33
14 H -4.024 -0.814 -0.666  0.33
15 H -2.239 -0.443 -3.172  0.37
16 H -2.673 0.994 -2.235  0.29
17 H -0.311 -1.966 -2.340  0.41
18 H 1.054 -2.178 -0.219  0.20
19 H 1.617 -0.567 1.985  0.33
20 H 0.401 0.943 3.484  0.34
21 H -1.687 2.106 2.678  0.40
22 H -2.814 1.335 0.789  0.38
23 C 4.938 1.104 -0.395  -0.95
24 C 4.592 -0.023 0.582  -0.57
25 H 5.652 0.644 -1.093  0.27
26 H 4.189 1.515 -1.067  0.32
27 H 5.511 1.934 0.020  0.29
28 H 4.047 0.355 1.443  0.17
29 H 5.497 -0.502 0.918  0.36
30 H 3.932 -0.651 -0.004  0.13

=====

Arrangement D

Here is a 2-piece molecular cluster, C12H17N overall from OMol25. Energies are from ωB97M-V/def2-TZVPD.

Properties
Charge: 0
Gap between HOMO and LUMO in eV: 8.641
LUMO energy in eV: 0.891
Structure (SMILES): Cc1c[nH]c2ccccc12.CCC

Last column: Mulliken charge in e.
CARTESIAN COORDINATES (ANGSTROEM)
1 C 1.536 -0.624 3.498  -1.29
2 C 0.403 -0.550 2.526  0.57
3 C -0.622 0.363 2.652  -0.70
4 N -1.489 0.229 1.581  -0.04
5 C -0.964 -0.641 0.664  -0.25
6 C -1.380 -0.926 -0.624  -0.81
7 C -0.583 -1.862 -1.318  -0.26
8 C 0.548 -2.438 -0.762  -0.77
9 C 0.973 -2.063 0.502  -0.26
10 C 0.284 -1.080 1.194  0.75
11 H 1.404 -1.285 4.356  0.30
12 H 1.920 0.342 3.821  0.32
13 H 2.399 -1.099 3.004  0.32
14 H -0.881 1.000 3.481  0.41
15 H -2.300 0.806 1.399  0.20
16 H -2.290 -0.589 -1.095  0.42
17 H -0.901 -2.094 -2.327  0.38
18 H 0.948 -3.308 -1.264  0.37
19 H 1.859 -2.484 0.967  0.33
20 C 0.158 2.744 -4.120  -1.15
21 C 0.119 2.001 -2.786  0.07
22 C 0.548 2.776 -1.553  -1.14
23 H 0.822 2.348 -4.875  0.29
24 H 0.288 3.833 -4.038  0.32
25 H -0.845 2.811 -4.569  0.29
26 H -0.907 1.641 -2.632  0.13
27 H 0.638 1.044 -2.890  0.29
28 H -0.339 3.294 -1.173  0.28
29 H 0.850 2.101 -0.752  0.22
30 H 1.251 3.579 -1.761  0.40

=====

Energies relative to the minimum, kcal/mol: arrangement A 50.7; arrangement B 37.7; arrangement C 2.6; arrangement D 0.0

=====

Arrangement A

Here is a 2-piece molecular cluster, C12H17N overall from OMol25. Energies are from ωB97M-V/def2-TZVPD.

Properties
Charge: 0
Gap between HOMO and LUMO in eV: 8.709
LUMO energy in eV: 0.913
Structure (SMILES): CCc1c[nH]c2ccccc12.CC

Last column: Mulliken charge in e.
CARTESIAN COORDINATES (ANGSTROEM)
1 C 0.475 -2.460 -0.236  -1.22
2 C -0.295 -1.256 0.372  0.00
3 C -0.084 0.018 -0.383  0.28
4 C -0.799 0.437 -1.465  -0.65
5 N -0.259 1.612 -1.949  -0.05
6 C 0.815 1.962 -1.173  -0.28
7 C 1.497 3.186 -1.087  -0.62
8 C 2.352 3.375 -0.029  -0.55
9 C 2.553 2.379 0.941  -0.59
10 C 1.894 1.170 0.870  -0.49
11 C 0.945 0.996 -0.159  0.72
12 H 1.320 -2.063 -0.799  0.38
13 H -0.159 -3.118 -0.824  0.33
14 H 0.912 -3.085 0.540  0.35
15 H -1.364 -1.451 0.392  -0.04
16 H 0.063 -1.181 1.391  0.36
17 H -1.696 0.012 -1.890  0.43
18 H -0.638 2.200 -2.667  0.18
19 H 1.205 3.954 -1.782  0.35
20 H 2.961 4.270 0.009  0.36
21 H 3.189 2.533 1.803  0.37
22 H 2.087 0.266 1.436  0.35
23 C -3.231 -3.222 1.721  -0.72
24 C -3.591 -4.696 1.650  -0.91
25 H -3.224 -2.751 0.735  0.22
26 H -3.943 -2.642 2.314  0.34
27 H -2.245 -2.962 2.077  0.27
28 H -3.847 -5.126 2.613  0.29
29 H -2.728 -5.280 1.311  0.28
30 H -4.380 -4.832 0.927  0.28

=====

Arrangement B

Here is a 2-piece molecular cluster, C12H17N overall from OMol25. Energies are from ωB97M-V/def2-TZVPD.

Properties
Charge: 0
Gap between HOMO and LUMO in eV: 8.836
LUMO energy in eV: 0.876
Structure (SMILES): Cc1c[nH]c2ccccc12.CCC

Last column: Mulliken charge in e.
CARTESIAN COORDINATES (ANGSTROEM)
1 C 0.393 -1.478 1.269  -1.06
2 C -0.571 -0.404 1.771  0.60
3 C -0.318 0.443 2.791  -0.83
4 N -1.466 1.289 2.938  -0.13
5 C -2.369 0.959 1.975  0.04
6 C -3.612 1.558 1.714  -0.94
7 C -4.241 1.038 0.591  -0.16
8 C -3.714 0.082 -0.275  -0.82
9 C -2.491 -0.505 0.036  -0.35
10 C -1.852 -0.128 1.211  0.68
11 H 0.639 -1.204 0.241  0.17
12 H 0.114 -2.512 1.433  0.31
13 H 1.282 -1.218 1.848  0.33
14 H 0.480 0.643 3.484  0.41
15 H -1.271 2.176 3.372  0.26
16 H -4.045 2.288 2.376  0.39
17 H -5.214 1.456 0.347  0.32
18 H -4.257 -0.300 -1.126  0.38
19 H -2.019 -1.299 -0.530  0.39
20 C 2.332 0.550 -2.831  -1.17
21 C 2.906 -0.881 -2.591  -0.11
22 C 4.057 -0.680 -1.625  -1.25
23 H 2.338 1.023 -1.854  0.29
24 H 1.351 0.594 -3.301  0.32
25 H 3.020 1.131 -3.439  0.37
26 H 2.181 -1.618 -2.240  0.26
27 H 3.170 -1.320 -3.559  0.29
28 H 4.806 0.015 -2.031  0.35
29 H 3.829 -0.108 -0.718  0.33
30 H 4.542 -1.590 -1.279  0.33

=====

Arrangement C

Here is a 2-piece molecular cluster, C12H17N overall from OMol25. Energies are from ωB97M-V/def2-TZVPD.

Properties
Charge: 0
Gap between HOMO and LUMO in eV: 8.841
LUMO energy in eV: 0.940
Structure (SMILES): Cc1c[nH]c2ccccc12.CCC

Last column: Mulliken charge in e.
CARTESIAN COORDINATES (ANGSTROEM)
1 C -0.515 3.081 -1.005  -1.42
2 C 0.260 1.797 -1.051  0.80
3 C 0.271 0.906 -2.068  -0.84
4 N 1.169 -0.127 -1.826  -0.04
5 C 1.661 0.032 -0.558  -0.20
6 C 2.449 -0.744 0.271  -0.80
7 C 2.757 -0.357 1.571  -0.44
8 C 2.189 0.816 2.080  -0.84
9 C 1.316 1.548 1.296  -0.42
10 C 1.162 1.265 -0.056  1.09
11 H -0.145 3.813 -1.708  0.35
12 H -0.562 3.459 0.012  0.29
13 H -1.550 2.887 -1.298  0.37
14 H -0.109 1.005 -3.073  0.38
15 H 1.109 -1.007 -2.309  0.28
16 H 2.943 -1.644 -0.086  0.35
17 H 3.448 -1.019 2.067  0.39
18 H 2.527 1.195 3.036  0.37
19 H 0.930 2.439 1.781  0.32
20 C -2.023 -0.551 0.780  -0.79
21 C -1.939 -1.618 -0.331  0.26
22 C -1.804 -3.039 0.259  -1.34
23 H -1.382 0.292 0.528  -0.05
24 H -1.807 -0.956 1.766  0.36
25 H -3.038 -0.160 0.840  0.31
26 H -2.788 -1.683 -1.007  0.38
27 H -1.099 -1.367 -0.982  -0.16
28 H -0.810 -3.373 0.545  0.32
29 H -2.497 -3.189 1.077  0.35
30 H -2.121 -3.701 -0.550  0.37

=====

Arrangement D

Here is a 2-piece molecular cluster, C12H17N overall from OMol25. Energies are from ωB97M-V/def2-TZVPD.

Properties
Charge: 0
Gap between HOMO and LUMO in eV: 8.623
LUMO energy in eV: 0.908
Structure (SMILES): Cc1c[nH]c2ccccc12.CCC

Last column: Mulliken charge in e.
CARTESIAN COORDINATES (ANGSTROEM)
1 C -1.918 1.487 2.815  -1.27
2 C -1.262 1.529 1.458  0.41
3 C -0.261 2.369 1.047  -0.71
4 N 0.217 2.001 -0.184  0.04
5 C -0.524 0.920 -0.624  -0.10
6 C -0.401 0.214 -1.811  -0.72
7 C -1.259 -0.883 -1.848  -0.43
8 C -2.047 -1.364 -0.819  -0.82
9 C -2.225 -0.598 0.326  -0.49
10 C -1.414 0.544 0.452  0.96
11 H -2.321 2.465 3.097  0.37
12 H -1.238 1.084 3.556  0.26
13 H -2.852 0.936 2.736  0.35
14 H 0.202 3.185 1.582  0.42
15 H 0.817 2.500 -0.811  0.23
16 H 0.284 0.523 -2.586  0.44
17 H -1.287 -1.404 -2.806  0.33
18 H -2.604 -2.248 -1.098  0.39
19 H -2.792 -0.914 1.190  0.33
20 C 3.098 -2.908 0.216  -1.11
21 C 3.083 -1.943 -0.955  -0.25
22 C 2.903 -0.456 -0.544  -0.90
23 H 3.919 -2.619 0.882  0.27
24 H 2.221 -2.681 0.822  0.31
25 H 3.236 -3.938 -0.083  0.34
26 H 2.284 -2.121 -1.686  0.25
27 H 3.964 -2.073 -1.595  0.32
28 H 3.788 -0.161 0.017  0.40
29 H 2.128 -0.489 0.232  0.18
30 H 2.530 0.103 -1.391  0.19

=====

Energies relative to the minimum, kcal/mol: arrangement A 0.0; arrangement B 6.4; arrangement C 1.6; arrangement D 3.5